# 1
Computed, not measured: a molecular structure, C26H41Br36O5P, with ωB97M-V/def2-TZVPD.

Each line ends with the Mulliken charge.
Geometry (Å):
1 C 6.41 -0.27 -1.13  -0.597
2 O 6.77 -1.06 -2.25  -0.328
3 C 5.67 -1.45 -3.05  -0.779
4 C 4.76 -2.47 -2.38  -0.064
5 C 3.64 -2.96 -3.31  -0.691
6 C 2.28 -2.29 -3.04  0.393
7 C 1.12 -3.04 -3.72  -0.801
8 C 0.34 -3.93 -2.74  -0.016
9 C -0.96 -4.46 -3.33  -1.140
10 C -2.06 -3.37 -3.28  -0.100
11 C -3.17 -3.70 -2.27  -0.368
12 P -4.75 -2.78 -2.55  -0.410
13 C -5.22 -2.31 -0.80  -0.427
14 O -5.20 -0.92 -0.51  -0.054
15 O -6.38 -0.36 -1.14  -0.461
16 C -4.14 -1.19 -3.22  -1.139
17 O -3.19 -0.55 -2.34  0.476
18 C -2.28 0.32 -2.82  0.583
19 C -2.46 0.83 -4.22  -0.945
20 O -1.37 0.66 -2.10  -0.542
21 H 6.97 0.67 -1.15  0.242
22 H 6.67 -0.81 -0.21  0.147
23 H 5.34 -0.04 -1.12  0.329
24 H 6.09 -1.92 -3.95  0.320
25 H 5.10 -0.57 -3.38  0.365
26 H 5.39 -3.31 -2.06  0.149
27 H 4.30 -2.05 -1.48  0.176
28 H 3.91 -2.77 -4.36  0.305
29 H 3.50 -4.04 -3.20  0.387
30 H 2.13 -2.31 -1.96  -0.770
31 H 2.29 -1.25 -3.36  0.357
32 H 0.45 -2.32 -4.20  0.417
33 H 1.52 -3.70 -4.49  0.383
34 H 0.12 -3.39 -1.81  -0.251
35 H 1.00 -4.77 -2.48  0.546
36 H -0.80 -4.78 -4.36  0.390
37 H -1.30 -5.35 -2.79  0.443
38 H -1.58 -2.43 -2.98  -0.263
39 H -2.50 -3.25 -4.28  0.379
40 H -3.41 -4.77 -2.35  0.590
41 H -2.80 -3.51 -1.25  -0.020
42 H -6.23 -2.70 -0.63  0.297
43 H -4.55 -2.78 -0.08  0.359
44 H -6.82 0.04 -0.38  0.265
45 H -3.67 -1.44 -4.17  0.591
46 H -5.01 -0.56 -3.38  0.636
47 H -1.76 1.65 -4.38  0.094
48 H -3.49 1.14 -4.43  0.363
49 H -2.22 0.04 -4.94  0.323
50 C 10.02 -1.74 1.28  -0.316
51 Br 9.13 -2.60 -0.19  -0.009
52 Br 11.15 -0.31 0.66  -0.074
53 Br 8.76 -1.16 2.60  0.006
54 H 10.66 -2.47 1.74  0.378
55 C 9.57 2.96 4.72  -0.242
56 Br 10.56 2.50 6.30  -0.007
57 Br 10.42 2.32 3.12  -0.010
58 Br 7.75 2.34 4.83  0.002
59 H 9.53 4.04 4.67  0.272
60 C 7.09 5.21 7.70  -0.258
61 Br 8.74 4.91 8.65  -0.001
62 Br 5.79 6.10 8.80  0.004
63 Br 7.39 6.15 6.05  -0.025
64 H 6.69 4.24 7.44  0.282
65 C -1.02 5.62 -5.02  -0.364
66 Br -2.06 6.84 -6.08  0.059
67 Br -2.00 5.00 -3.48  -0.001
68 Br -0.35 4.16 -6.08  -0.041
69 H -0.16 6.16 -4.65  0.353
70 C -0.45 -2.39 1.60  -0.487
71 Br -1.82 -1.10 1.18  0.109
72 Br -1.12 -4.19 1.42  -0.059
73 Br 1.11 -2.13 0.52  -0.027
74 H -0.17 -2.25 2.64  0.465
75 C 1.38 6.22 10.01  -0.297
76 Br 2.69 7.40 10.79  -0.038
77 Br 0.27 7.14 8.74  -0.002
78 Br 2.22 4.68 9.24  -0.010
79 H 0.74 5.88 10.81  0.331
80 C -7.51 -1.60 2.33  0.047
81 Br -7.88 -2.60 3.93  -0.028
82 Br -8.92 -1.79 1.04  0.029
83 Br -7.19 0.25 2.71  0.061
84 H -6.61 -2.01 1.89  -0.001
85 C 6.66 -5.44 1.55  -0.313
86 Br 5.76 -3.76 1.84  0.022
87 Br 8.39 -5.47 2.37  -0.026
88 Br 5.58 -6.93 2.12  -0.047
89 H 6.81 -5.54 0.49  0.350
90 C -1.05 2.09 1.28  0.679
91 Br 0.60 2.22 2.27  -0.055
92 Br -2.57 2.31 2.44  -0.021
93 Br -1.09 3.29 -0.20  0.003
94 H -1.10 1.09 0.87  -0.705
95 C -11.31 -3.83 3.08  0.477
96 Br -12.63 -3.36 1.77  -0.029
97 Br -12.04 -3.82 4.86  -0.026
98 Br -10.47 -5.50 2.67  -0.009
99 H -10.55 -3.07 3.05  -0.482
100 C -2.94 10.60 -7.78  -0.306
101 Br -3.31 11.88 -6.40  -0.002
102 Br -1.13 9.98 -7.70  -0.015
103 Br -4.21 9.15 -7.76  -0.048
104 H -3.06 11.11 -8.73  0.333
105 C -9.82 1.78 5.33  -0.373
106 Br -10.86 0.56 4.27  0.034
107 Br -8.44 0.86 6.32  -0.012
108 Br -9.08 3.20 4.26  -0.028
109 H -10.48 2.23 6.05  0.356

Results
- Total energy: -94397.0746 a.u.
- E_LUMO: -0.2 eV
- Kohn-Sham gap: 0.318 Ha
- Charge: 0

=====

# 2
Computed, not measured: 11 unconnected molecules or ions with the total composition C26H41Cl31NO2, with ωB97M-V/def2-TZVPD.

Each line ends with the Mulliken charge.
Geometry (Å):
1 C -1.49 -1.12 -2.40  -0.545
2 C -1.44 0.39 -3.07  0.197
3 C -0.12 1.26 -2.59  -0.290
4 O 0.43 0.79 -1.28  -0.287
5 C -0.34 1.37 -0.17  -0.448
6 C 0.12 0.91 1.33  1.794
7 C 0.71 -0.65 1.19  -0.880
8 C 2.32 -0.71 0.85  -0.344
9 C 2.71 -2.32 0.62  0.103
10 Cl 4.39 -2.30 -0.21  -0.265
11 C 1.26 1.83 2.04  -1.642
12 C 0.72 3.16 2.83  1.354
13 C 0.67 4.51 1.84  -1.357
14 C 1.92 3.53 3.94  -0.915
15 N -0.52 2.97 3.66  0.562
16 O -0.28 2.46 4.88  -0.457
17 C -1.63 2.25 2.93  0.675
18 C -2.45 3.18 1.83  -1.171
19 C -2.77 1.88 4.10  -0.234
20 C -1.21 0.79 2.28  -1.028
21 H -2.12 -1.01 -1.40  0.154
22 H -2.01 -1.91 -3.10  0.271
23 H -0.42 -1.54 -2.14  0.077
24 H -1.60 0.39 -4.25  -0.206
25 H -2.39 0.97 -2.64  0.163
26 H -0.35 2.43 -2.57  0.184
27 H 0.73 1.13 -3.42  0.231
28 H -1.46 0.99 -0.31  0.164
29 H -0.38 2.53 -0.35  -0.074
30 H 0.08 -1.28 0.43  0.193
31 H 0.57 -1.19 2.25  0.282
32 H 2.59 -0.19 -0.18  0.246
33 H 3.02 -0.35 1.73  0.238
34 H 2.80 -2.76 1.73  -0.153
35 H 1.88 -2.88 0.02  0.344
36 H 1.91 1.21 2.83  0.254
37 H 2.02 2.19 1.20  0.134
38 H 0.26 4.28 0.77  0.316
39 H 1.80 4.85 1.71  0.342
40 H 0.11 5.41 2.35  0.300
41 H 1.58 4.38 4.68  0.222
42 H 2.31 2.56 4.51  0.169
43 H 2.89 3.96 3.39  0.109
44 H -3.10 4.04 2.35  0.296
45 H -3.27 2.45 1.35  0.300
46 H -1.80 3.56 0.94  0.215
47 H -2.40 0.95 4.70  -0.502
48 H -3.76 1.53 3.54  0.291
49 H -2.98 2.82 4.81  0.374
50 H -0.95 0.07 3.19  0.013
51 H -2.13 0.31 1.73  0.266
52 C -1.49 2.24 -6.88  0.149
53 Cl -2.90 2.21 -5.80  -0.091
54 Cl -0.83 3.88 -7.00  -0.140
55 Cl -0.25 1.11 -6.30  -0.090
56 H -1.81 1.92 -7.87  0.193
57 C -3.94 -1.52 -7.69  -0.028
58 Cl -3.58 0.12 -8.27  -0.073
59 Cl -4.17 -1.52 -5.94  -0.118
60 Cl -5.36 -2.17 -8.51  -0.099
61 H -3.08 -2.16 -7.93  0.327
62 C -3.38 -2.24 6.03  -0.022
63 Cl -2.13 -1.01 5.77  -0.093
64 Cl -4.58 -2.20 4.73  -0.131
65 Cl -2.66 -3.85 6.17  -0.121
66 H -3.89 -2.01 6.97  0.317
67 C 2.71 -4.17 4.66  -0.073
68 Cl 3.22 -5.48 3.57  -0.090
69 Cl 3.48 -2.64 4.19  -0.086
70 Cl 0.94 -4.00 4.65  -0.084
71 H 3.03 -4.42 5.67  0.348
72 C 6.64 -4.40 -2.69  0.422
73 Cl 7.89 -3.18 -2.95  -0.135
74 Cl 5.45 -4.37 -3.99  -0.130
75 Cl 7.37 -6.01 -2.55  -0.102
76 H 6.13 -4.18 -1.75  -0.054
77 C 1.96 3.21 7.59  0.530
78 Cl 3.63 3.01 7.05  -0.145
79 Cl 1.76 2.61 9.24  -0.146
80 Cl 1.47 4.91 7.48  -0.142
81 H 1.31 2.63 6.93  -0.117
82 C -6.44 -6.11 -7.34  0.023
83 Cl -5.30 -4.93 -6.69  -0.081
84 Cl -5.80 -6.86 -8.81  -0.122
85 Cl -6.81 -7.35 -6.13  -0.121
86 H -7.37 -5.59 -7.59  0.290
87 C -6.53 2.02 -10.22  0.036
88 Cl -5.97 0.49 -10.91  -0.112
89 Cl -5.20 2.83 -9.37  -0.094
90 Cl -7.19 3.07 -11.48  -0.128
91 H -7.32 1.81 -9.49  0.290
92 C 5.70 -8.56 0.24  0.030
93 Cl 7.37 -8.77 -0.30  -0.125
94 Cl 5.50 -9.16 1.89  -0.129
95 Cl 5.21 -6.86 0.13  -0.067
96 H 5.05 -9.14 -0.42  0.293
97 C 5.09 6.49 5.57  0.334
98 Cl 4.28 6.29 4.01  -0.096
99 Cl 6.71 5.77 5.53  -0.132
100 Cl 5.18 8.20 6.01  -0.131
101 H 4.50 5.97 6.33  0.035

Results
- Total energy: -15486.0667 a.u.
- E_LUMO (spin up / spin down): 0.2 / -0.4 eV
- Expectation value of S²: 0.75
- Spin multiplicity: 2
- Kohn-Sham gap (spin up / spin down): 0.338 / 0.349 Ha
- Charge: 0

=====

# 3
Computed, not measured: a molecular structure, C26H41N2RuS, with ωB97M-V/def2-TZVPD.

Each line ends with the Mulliken charge.
Geometry (Å):
1 C -1.62 0.76 -1.60  0.088
2 C -0.95 0.02 -2.62  1.283
3 C 0.27 0.68 -2.93  1.052
4 C 0.35 1.88 -2.14  0.043
5 C -0.84 1.94 -1.30  0.458
6 Ru 0.38 0.54 -0.39  0.538
7 C 3.49 -0.31 -0.24  2.609
8 C 2.30 0.17 0.62  -1.118
9 H 2.10 -0.51 1.46  0.600
10 C 1.81 1.51 0.72  -0.940
11 H 2.35 2.36 0.28  0.308
12 H 1.20 1.75 1.60  0.309
13 C 4.61 -0.83 0.67  -1.813
14 H 4.32 -1.74 1.19  0.409
15 H 5.50 -1.06 0.07  0.408
16 H 4.89 -0.08 1.42  0.462
17 C 4.04 0.87 -1.04  -2.474
18 H 3.27 1.27 -1.71  0.438
19 H 4.34 1.66 -0.35  0.538
20 H 4.91 0.59 -1.64  0.426
21 C -1.42 -1.28 -3.16  -1.767
22 H -1.77 -1.94 -2.36  0.291
23 H -2.25 -1.15 -3.87  0.347
24 H -0.62 -1.80 -3.69  0.434
25 C 1.29 0.21 -3.90  -1.557
26 H 1.40 -0.88 -3.88  0.205
27 H 1.01 0.50 -4.93  0.342
28 H 2.27 0.64 -3.68  0.326
29 C 1.29 3.01 -2.34  -1.391
30 H 2.20 2.68 -2.85  0.394
31 H 0.83 3.80 -2.96  0.335
32 H 1.57 3.46 -1.38  0.282
33 C -1.22 3.06 -0.41  -1.452
34 H -0.33 3.62 -0.11  0.321
35 H -1.92 3.74 -0.91  0.319
36 H -1.70 2.68 0.50  0.095
37 C -2.95 0.45 -1.03  -1.213
38 H -3.10 0.95 -0.08  0.187
39 H -3.76 0.76 -1.72  0.325
40 H -3.07 -0.63 -0.87  0.321
41 C 1.83 -2.12 -0.97  0.637
42 C 3.05 -1.47 -1.15  -0.258
43 C 1.34 -3.02 -1.91  -0.879
44 C 3.88 -1.91 -2.18  -0.401
45 H 1.17 -1.82 -0.14  0.441
46 C 2.18 -3.46 -2.94  -0.690
47 H 0.31 -3.37 -1.82  0.501
48 C 3.46 -2.90 -3.06  -0.724
49 H 4.87 -1.45 -2.31  0.381
50 H 1.82 -4.21 -3.64  0.400
51 H 4.12 -3.23 -3.87  0.394
52 C -3.76 2.00 4.72  -1.160
53 C -3.83 1.21 3.42  -0.566
54 N -2.50 1.03 2.78  0.129
55 C -1.94 -0.12 2.42  0.262
56 S -0.51 -0.44 1.44  -0.475
57 N -2.43 -1.30 2.89  -0.177
58 C -2.67 -1.57 4.34  -0.388
59 C -3.84 -2.54 4.37  -1.127
60 H -3.11 1.51 5.46  0.280
61 H -4.76 2.09 5.18  0.373
62 H -3.40 3.02 4.53  0.370
63 H -4.28 0.23 3.58  0.279
64 H -4.45 1.74 2.69  0.409
65 H -2.06 1.89 2.45  0.374
66 H -1.92 -2.10 2.52  0.344
67 H -1.75 -2.04 4.73  0.377
68 H -2.86 -0.64 4.89  0.144
69 H -3.55 -3.48 3.89  0.322
70 H -4.15 -2.76 5.40  0.378
71 H -4.69 -2.11 3.83  0.287

Results
- Total energy: -1617.4747 a.u.
- E_LUMO (spin up / spin down): -3.1 / -6.0 eV
- Expectation value of S²: 6.04
- Spin multiplicity: 5
- Relative energy (zero: lowest compared OMol25 entry of this formula, charge and spin): 0.00 kJ/mol
- Kohn-Sham gap (spin up / spin down): 0.119 / 0.157 Ha
- Charge: +1